No. 1
The molecule C4H6O2 in a non-equilibrium geometry. Source: OMol25; level of theory: ωB97M-V with the def2-TZVPD basis set.

Geometry (Å):
O  -0.823  1.708  0.962
O  1.786  -0.535  0.619
C  -0.085  0.005  -1.316
C  0.603  -0.254  0.647
C  0.123  1.032  1.288
C  -0.461  -1.009  0.022
H  -0.310  -2.106  0.154
H  0.971  0.314  -1.495
H  -1.496  -0.770  0.300
H  -0.417  -0.544  -2.175
H  0.743  1.210  2.172
H  -0.632  0.950  -1.178

Computed properties:
SMILES: CCC(=O)C=O
E in eV: -8337.9843
Total charge: 0
Energy relative to the best compared isomer or geometry (same formula, charge and spin) in eV: 2.4768


No. 2
C38H38CrN4OS as an isolated structure in a non-equilibrium geometry. Source: OMol25; level of theory: ωB97M-V with the def2-TZVPD basis set.

Geometry (Å):
Cr  -0.995  0.211  -0.934
S  0.715  2.179  -3.539
O  -0.035  1.307  -2.584
N  0.866  -0.203  -0.382
N  -2.815  0.813  -1.426
N  -0.969  1.514  0.288
N  -1.183  -1.435  -2.051
C  -1.343  -0.513  3.948
C  0.196  -5.046  3.018
C  -0.922  -2.945  3.453
C  3.168  1.371  -2.389
C  0.096  1.629  1.095
C  -3.529  -0.399  -1.863
C  -0.982  3.471  2.161
C  -2.138  3.214  1.420
C  3.974  3.990  -1.961
C  2.364  2.426  -2.799
C  -2.210  0.564  3.720
C  -2.216  1.656  4.561
C  2.230  0.686  -6.979
C  4.741  2.939  -1.480
C  2.355  -0.667  -6.698
C  1.378  -0.326  -4.539
C  1.914  -1.178  -5.488
C  1.073  0.471  0.923
C  2.782  3.736  -2.615
C  -3.283  1.563  -0.240
C  -0.515  -4.512  5.245
C  -0.353  -3.869  2.559
C  1.698  1.543  -6.033
C  -0.435  0.684  5.841
C  -1.331  -1.638  3.035
C  0.906  -1.670  -0.493
C  -1.060  -3.331  4.798
C  4.350  1.630  -1.720
C  -2.109  2.193  0.495
C  -1.546  -1.307  1.701
C  0.129  2.630  2.043
C  -1.647  -0.860  0.569
C  -0.438  -0.420  5.016
C  -0.278  -2.343  -1.314
C  0.159  -5.355  4.371
C  1.299  1.030  -4.810
C  -1.340  1.714  5.635
C  -2.634  -1.690  -1.938
H  0.635  -6.249  4.741
H  4.296  5.009  -1.818
H  1.536  0.200  -1.033
H  -2.908  2.468  4.390
H  1.992  -2.234  -5.280
H  4.965  0.806  -1.390
H  -4.056  2.298  -0.487
H  -4.343  -0.614  -1.164
H  0.834  -0.244  1.716
H  -2.789  -2.245  -1.013
H  -2.899  0.503  2.889
H  -3.038  3.777  1.600
H  2.798  -1.326  -7.426
H  -2.771  1.468  -2.204
H  1.017  -0.700  -3.590
H  0.154  -3.081  -1.999
H  1.590  2.598  -6.239
H  -0.620  -4.775  6.285
H  1.856  -1.989  -0.939
H  -1.611  -2.694  5.474
H  5.642  3.138  -0.923
H  2.551  1.073  -7.933
H  -0.325  -3.633  1.503
H  0.278  0.742  6.649
H  2.175  4.551  -2.979
H  -0.895  -2.879  -0.591
H  2.899  0.350  -2.618
H  -3.967  -0.227  -2.851
H  0.281  -1.211  5.176
H  -2.990  -2.304  -2.776
H  -1.359  2.558  6.304
H  0.850  -2.081  0.517
H  -0.978  4.267  2.886
H  0.662  -5.730  2.323
H  -0.935  -1.433  -3.038
H  -3.698  0.832  0.461
H  0.978  2.747  2.698
H  2.107  0.808  1.052

Computed properties:
Multiplicity: 2
E in eV: -87277.4768
⟨S²⟩: 0.77
Total charge: +1
Energy relative to the best compared isomer or geometry (same formula, charge and spin) in eV: 0.4905


No. 3
A 2-piece molecular cluster, CBrF4N overall in a non-equilibrium geometry. Source: OMol25; level of theory: ωB97M-V with the def2-TZVPD basis set.

Geometry (Å):
Br  1.355  -1.964  0.507
F  1.557  0.817  1.070
F  -1.645  -0.536  -0.586
F  0.310  -0.189  -1.341
F  -0.510  1.207  0.047
N  0.175  -0.742  0.887
C  -0.444  -0.092  -0.258

Computed properties:
E in eV: -83434.3861
Total charge: 0
Energy relative to the best compared isomer or geometry (same formula, charge and spin) in eV: 2.0085


No. 4
The molecule C5H11NO2 in a non-equilibrium geometry. Source: OMol25; level of theory: ωB97M-V with the def2-TZVPD basis set.

Geometry (Å):
O  -3.343  0.237  0.071
O  0.543  -1.693  0.160
N  -1.083  0.828  -0.147
C  2.699  -0.990  1.035
C  1.427  0.453  -0.430
C  0.143  1.304  -0.825
C  1.314  -0.622  0.641
C  -2.420  0.633  -0.594
H  2.180  1.206  -0.003
H  3.171  -1.859  0.711
H  0.851  -0.303  1.561
H  -2.643  0.752  -1.698
H  -0.045  1.419  -1.861
H  3.438  -0.096  1.013
H  0.345  2.368  -0.502
H  1.696  -0.076  -1.279
H  2.791  -1.407  2.044
H  -1.010  0.704  0.934
H  0.216  -1.530  -0.699

Computed properties:
SMILES: C[C@H](O)CCNC=O
E in eV: -10946.8993
Total charge: 0
Energy relative to the best compared isomer or geometry (same formula, charge and spin) in eV: 2.3676


No. 5
C5H6O as an isolated structure. Source: OMol25; level of theory: ωB97M-V with the def2-TZVPD basis set.

Geometry (Å):
O  0.681  -1.682  0.631
C  -0.860  -0.351  -0.240
C  0.014  -0.471  1.034
C  0.553  -0.894  -0.589
C  -0.470  1.129  -0.378
C  0.829  0.467  0.099
H  -0.906  1.781  0.391
H  -1.806  -0.844  -0.461
H  1.807  0.911  0.285
H  -0.271  -0.318  2.077
H  0.975  -1.341  -1.492
H  -0.544  1.612  -1.357

Computed properties:
E in eV: -7325.6258
Total charge: 0
Energy relative to the best compared isomer or geometry (same formula, charge and spin) in eV: 3.6587


No. 6
A 2-piece molecular cluster, C4H9N2O2 overall in a non-equilibrium geometry. Source: OMol25; level of theory: ωB97M-V with the def2-TZVPD basis set.

Geometry (Å):
O  2.022  -1.822  -1.369
O  2.885  -2.620  0.563
N  0.821  -1.687  0.596
N  -1.530  1.786  0.689
C  0.035  -0.479  0.321
C  1.996  -2.096  -0.152
C  -1.108  2.962  0.261
C  -0.747  -0.763  -0.970
H  -0.039  -1.157  -1.701
H  1.111  -1.798  1.558
H  -0.652  -0.366  1.150
H  -1.817  3.435  -0.450
H  0.696  0.379  0.156
H  -0.559  3.771  0.818
H  -1.164  0.188  -1.309
H  -0.405  1.756  0.638
H  -1.545  -1.489  -0.797

Computed properties:
E in eV: -11367.1540
Total charge: -1
Energy relative to the best compared isomer or geometry (same formula, charge and spin) in eV: 4.0116


No. 7
A 2-piece molecular cluster, H3OS overall. Source: OMol25; level of theory: ωB97M-V with the def2-TZVPD basis set.

Geometry (Å):
S  -0.992  0.149  0.508
O  1.856  -0.264  -0.735
H  1.547  -0.903  -1.384
H  0.992  0.050  -0.424
H  -2.107  0.613  -0.028

Computed properties:
Multiplicity: 2
E in eV: -12929.7414
⟨S²⟩: 0.75
Total charge: 0
Energy relative to the best compared isomer or geometry (same formula, charge and spin) in eV: 0.1270


No. 8
An isolated ion of composition C5H7Cl2N2O and charge +1 in a non-equilibrium geometry. Source: OMol25; level of theory: ωB97M-V with the def2-TZVPD basis set.

Geometry (Å):
Cl  2.723  -1.219  0.525
Cl  -2.746  -1.062  0.536
O  -0.412  -3.718  -0.076
N  1.186  0.820  0.454
N  -1.112  0.872  0.437
C  -0.088  -2.645  -0.466
C  -1.286  -0.411  -0.174
C  1.185  -0.500  -0.068
C  0.068  1.410  0.771
C  -0.060  -1.349  0.341
H  1.364  -0.341  -1.212
H  0.114  -2.313  -1.588
H  1.950  1.405  0.717
H  -1.983  1.363  0.342
H  0.195  2.420  1.345
H  -0.326  -1.617  1.311
H  -1.460  -0.246  -1.205

Computed properties:
SMILES: O=C[C@H]1[C@H](Cl)NC=[NH+][C@@H]1Cl
E in eV: -35362.8973
Total charge: +1
Energy relative to the best compared isomer or geometry (same formula, charge and spin) in eV: 0.0000